Version a
The following is a DFT calculation (ωB97M-V/def2-TZVPD) of 2 unconnected molecules or ions with the total composition C3H8N3.

For the HOMO energy (spin up / spin down), the calculation gives -0.51300 / -0.51303 Eh. The gap between HOMO and LUMO (spin up / spin down) comes out at 9.0 / 9.0 eV. As for the net charge: +1.

Atoms and positions in Å:
H: 0.2582 2.7827 0.5804
C: 1.7103 -0.3664 0.1038
C: 0.6223 -1.1259 0.2363
H: 2.3009 -0.1711 0.9260
H: -2.8163 -0.2095 -0.7444
C: -1.1553 0.0735 0.1598
H: 0.4334 -1.6958 -0.6468
H: 2.2014 -0.3011 -0.8583
N: -0.8329 1.2468 0.1671
N: 0.2138 1.9099 -0.0276
N: -2.1804 -0.6784 -0.1112
H: -2.0864 -1.6804 -0.3906
H: 0.3444 -1.2722 1.1841
H: 0.9868 1.4879 -0.5786

Formally, the Mulliken partial charges of the atoms, in units of the elementary charge, are as follows:
1 H 0.285
2 C -0.987
3 C -0.608
4 H 0.316
5 H 0.283
6 C 0.416
7 H 0.417
8 H 0.430
9 N 0.045
10 N -0.303
11 N -0.407
12 H 0.321
13 H 0.488
14 H 0.305


Version b
The following is a DFT calculation (ωB97M-V/def2-TZVPD) of a gas-phase ion, C3H8N3 (charge +1).

For the HOMO energy, the calculation gives -0.55528 Eh. The gap between HOMO and LUMO comes out at 11.8 eV. As for the net charge: +1. The SMILES is C=NCN1C[NH2+]1.

Atoms and positions in Å:
N: -1.0429 0.2961 0.8783
H: 0.1953 -0.9410 -2.7226
C: -0.7339 0.1334 -0.5182
H: -0.7027 0.9957 -1.2193
H: -0.6479 1.8269 2.3319
H: 0.6445 1.6886 1.1236
C: 0.7424 -1.0792 -1.8063
H: -0.3043 -0.6965 2.5981
H: 1.7159 -1.7432 -1.7986
C: -0.2169 1.1739 1.5769
N: 0.4576 -0.6031 -0.6558
N: -0.0542 -0.2337 1.7011
H: 0.7760 -0.7275 1.1728
H: -1.6200 -0.2705 -0.9871

Formally, the Mulliken partial charges of the atoms, in units of the elementary charge, are as follows:
1 N -0.231
2 H 0.297
3 C -0.501
4 H 0.401
5 H 0.287
6 H 0.286
7 C -0.297
8 H 0.298
9 H 0.227
10 C -0.174
11 N -0.394
12 N -0.087
13 H 0.414
14 H 0.474


Version c
The following is a DFT calculation (ωB97M-V/def2-TZVPD) of a gas-phase ion, C3H8N3 (charge +1).

For the HOMO energy, the calculation gives -0.52423 Eh. The gap between HOMO and LUMO comes out at 9.4 eV. As for the net charge: +1. The SMILES is N[N+]1=CCNC1.

Atoms and positions in Å:
C: 0.0924 0.4456 -1.6513
N: -0.0221 1.3921 -0.5992
H: -0.7000 0.3207 -2.3502
N: -0.2979 -1.2596 1.8965
H: -1.6164 0.6411 0.7681
H: 0.1364 -0.5014 2.5299
H: 0.2116 -2.1159 2.0873
H: -0.0209 1.2023 1.5284
H: 1.0352 0.4214 -2.3318
C: 0.3501 -0.7992 -0.9044
H: 0.6630 -1.7589 -1.3701
H: 0.6871 1.9982 -0.5416
N: -0.0518 -0.6829 0.3916
C: -0.4667 0.6967 0.5468

Formally, the Mulliken partial charges of the atoms, in units of the elementary charge, are as follows:
1 C -0.420
2 N -0.246
3 H 0.308
4 N -0.487
5 H 0.323
6 H 0.323
7 H 0.302
8 H 0.399
9 H 0.311
10 C -0.065
11 H 0.416
12 H 0.271
13 N 0.202
14 C -0.637


Version d
The following is a DFT calculation (ωB97M-V/def2-TZVPD) of 2 unconnected molecules or ions with the total composition C3H8N3.

For the HOMO energy (spin up / spin down), the calculation gives -0.44460 / -0.44225 Eh. The gap between HOMO and LUMO (spin up / spin down) comes out at 6.5 / 6.4 eV. As for the net charge: +1.

Atoms and positions in Å:
C: 1.4227 0.6302 1.0097
C: 2.5840 -0.0357 -0.9024
H: -1.8482 -0.0144 -1.4577
H: -0.9673 1.7510 -0.4874
C: -2.0015 -0.9771 0.4401
H: 3.1704 -0.9387 -0.9162
N: 2.2341 0.3559 0.2023
H: -2.6049 -0.5689 1.2447
N: -1.5918 0.0814 -0.3602
H: 1.5240 1.1475 2.0355
N: -1.0400 1.0361 0.2289
H: -2.4288 -1.8863 -0.2019
H: -1.0106 -1.2632 0.8791
H: 2.5580 0.6821 -1.7144

Formally, the Mulliken partial charges of the atoms, in units of the elementary charge, are as follows:
1 C -0.223
2 C -0.381
3 H 0.367
4 H 0.281
5 C -0.610
6 H 0.273
7 N 0.072
8 H 0.279
9 N 0.265
10 H 0.253
11 N -0.444
12 H 0.312
13 H 0.298
14 H 0.259


Which of the structures shown above is the most stable? The most stable is version b.